ORCA calculation (ωB97M-V with the def2-TZVPD basis set) on C38H41BrN3OOsP as an isolated structure.

```
! RIJCOSX wB97M-V def2-TZVPD def2/J DEFGRID3
* xyz 2 5
Os -0.007 0.214 -0.364
Br 4.802 -0.018 5.322
C 3.376 0.172 4.111
C 2.102 0.512 4.581
C 1.049 0.654 3.707
C 1.220 0.458 2.328
O 0.143 0.592 1.571
C 2.511 0.121 1.847
C 2.839 -0.060 0.472
N 2.008 0.009 -0.524
C 2.453 -0.130 -1.872
C 3.755 -0.099 -2.299
C 4.063 -0.292 -3.661
C 3.077 -0.512 -4.581
C 1.721 -0.516 -4.177
C 0.644 -0.739 -5.064
C -0.643 -0.722 -4.595
C -0.866 -0.443 -3.243
N 0.115 -0.223 -2.384
C 1.416 -0.295 -2.822
C 3.575 -0.014 2.764
H 1.947 0.665 5.639
H 0.068 0.924 4.066
H 3.883 -0.271 0.253
H 4.567 0.076 -1.609
H 5.097 -0.266 -3.969
H 3.317 -0.672 -5.621
H 0.850 -0.920 -6.109
H -1.484 -0.894 -5.247
H -1.874 -0.374 -2.847
H 4.559 -0.264 2.395
C -0.742 -3.611 -1.260
C -2.074 -3.051 -0.755
C -2.905 -4.171 -0.130
P -1.762 -1.567 0.307
C -1.543 -1.985 2.092
C -2.733 -2.576 2.840
C -0.279 -2.830 2.261
C -3.228 -0.494 0.176
C -4.516 -0.951 0.374
C -5.630 -0.106 0.298
C -7.010 -0.630 0.511
C -5.417 1.251 0.011
C -4.155 1.744 -0.196
C -3.023 0.890 -0.121
N -1.779 1.346 -0.352
C -1.506 2.749 -0.416
C -1.465 3.487 0.778
C -1.869 2.904 2.101
C -1.083 4.817 0.702
C -0.763 5.433 -0.508
C -0.322 6.863 -0.550
C -0.863 4.678 -1.671
C -1.225 3.338 -1.650
C -1.352 2.591 -2.949
H -0.931 -4.423 -1.960
H -0.154 -4.018 -0.439
H -0.136 -2.859 -1.768
H -2.629 -2.634 -1.605
H -2.347 -4.677 0.654
H -3.125 -4.909 -0.901
H -3.854 -3.838 0.283
H -1.346 -0.991 2.510
H -2.952 -3.597 2.541
H -3.631 -1.972 2.727
H -2.491 -2.594 3.903
H -0.427 -3.849 1.906
H -0.020 -2.889 3.318
H 0.577 -2.404 1.732
H -4.690 -1.992 0.607
H -7.006 -1.674 0.815
H -7.593 -0.543 -0.407
H -7.530 -0.048 1.272
H -6.267 1.917 -0.053
H -4.003 2.787 -0.434
H -1.483 1.894 2.245
H -2.957 2.861 2.182
H -1.509 3.534 2.912
H -1.042 5.394 1.615
H -0.795 7.444 0.239
H -0.557 7.321 -1.509
H 0.758 6.929 -0.407
H -0.668 5.145 -2.627
H -1.730 3.259 -3.721
H -2.045 1.755 -2.870
H -0.386 2.215 -3.294
*
```

As for the energy relative to the best compared isomer or geometry (same formula, charge and spin): 0.1339 eV.

ORCA calculation (ωB97M-V with the def2-TZVPD basis set) on C38H41CaN8O10S2 as an isolated structure at a distorted geometry.

```
! RIJCOSX wB97M-V def2-TZVPD def2/J DEFGRID3
* xyz 1 1
Ca -0.703 0.012 0.084
O 2.255 2.571 3.447
C 2.174 2.014 2.225
O 2.030 2.632 1.213
C 2.337 0.520 2.287
C 3.072 -0.085 3.302
C 3.290 -1.451 3.243
C 2.745 -2.169 2.189
C 1.996 -1.469 1.255
N 1.800 -0.157 1.281
C 1.321 -2.158 0.097
O 1.205 -3.481 0.119
O 0.893 -1.530 -0.839
H 2.197 3.533 3.329
H 3.471 0.516 4.105
H 3.877 -1.946 4.003
H 2.925 -3.232 2.108
H 1.420 -3.839 0.990
S -1.957 0.431 -2.632
C -1.380 1.790 -3.393
N -2.115 2.550 -4.195
C -1.511 3.619 -4.983
C -0.143 3.166 -5.424
N 0.633 2.832 -4.240
C 2.043 3.226 -4.261
C 2.196 4.722 -4.164
C 1.797 5.390 -3.008
C 1.910 6.767 -2.928
C 2.425 7.491 -3.997
C 2.828 6.831 -5.146
C 2.711 5.450 -5.228
C 0.067 2.223 -3.194
S 0.816 1.975 -1.744
C -3.555 2.366 -4.371
C -3.878 1.795 -5.728
C -4.754 2.454 -6.580
C -5.044 1.931 -7.833
C -4.452 0.748 -8.243
C -3.572 0.086 -7.396
C -3.287 0.604 -6.144
H -1.451 4.539 -4.392
H -2.152 3.791 -5.849
H 0.373 3.973 -5.946
H -0.220 2.303 -6.094
H 2.467 2.861 -5.200
H 2.537 2.718 -3.435
H 1.410 4.821 -2.172
H 1.604 7.280 -2.027
H 2.514 8.566 -3.930
H 3.234 7.388 -5.978
H 3.032 4.935 -6.126
H -4.019 3.349 -4.257
H -3.903 1.721 -3.565
H -5.215 3.382 -6.263
H -5.728 2.452 -8.488
H -4.673 0.341 -9.219
H -3.112 -0.840 -7.712
H -2.611 0.082 -5.478
N -2.348 -1.944 -0.416
C -3.013 -2.254 0.856
C -3.539 -3.702 0.893
C -4.391 -4.141 2.089
C -5.561 -3.206 2.356
N -5.000 -2.034 3.007
C -5.580 -0.870 3.163
N -6.872 -0.667 2.855
N -4.853 0.151 3.633
C -2.071 -1.914 2.033
O -2.528 -1.998 3.187
O -0.898 -1.567 1.756
H -3.035 -1.883 -1.161
H -1.713 -2.698 -0.670
H -3.853 -1.558 0.936
H -2.694 -4.391 0.787
H -4.139 -3.831 -0.016
H -3.792 -4.207 2.998
H -4.771 -5.144 1.889
H -6.308 -3.683 2.997
H -6.044 -2.932 1.409
H -3.950 -2.086 3.174
H -7.467 -1.446 2.637
H -7.309 0.215 3.060
H -3.851 0.034 3.652
H -5.207 1.104 3.585
O -2.814 0.917 1.123
C -2.114 1.910 1.442
O -0.906 2.041 1.124
C -2.774 2.999 2.254
C -2.061 4.106 2.697
C -2.685 5.092 3.450
C -4.027 4.982 3.777
C -4.715 3.865 3.333
C -4.122 2.879 2.564
N -6.128 3.721 3.705
O -6.726 4.703 4.057
O -6.665 2.633 3.516
H -1.015 4.179 2.431
H -2.124 5.951 3.790
H -4.536 5.731 4.364
H -4.678 2.036 2.187
*
```

As for the energy relative to the best compared isomer or geometry (same formula, charge and spin): 0.1655 eV.

ORCA calculation (ωB97M-V with the def2-TZVPD basis set) on C38H41I2NO2PSbSc as an isolated structure at a distorted geometry.

```
! RIJCOSX wB97M-V def2-TZVPD def2/J DEFGRID3
* xyz -1 1
Sc 0.913 -0.740 -1.079
I 0.068 -0.229 -6.250
C 0.600 -1.900 -5.049
C 1.092 -3.053 -5.648
C 1.587 -4.044 -4.829
I 2.499 -5.716 -5.796
C 1.528 -3.987 -3.440
C 2.164 -4.898 -2.517
C 2.248 -4.582 -1.224
C 1.636 -3.333 -0.650
N 0.618 -2.732 -1.537
C 0.879 -2.875 -2.859
C 0.572 -1.741 -3.678
O 0.419 -0.587 -3.063
H 1.150 -3.131 -6.723
H 2.602 -5.812 -2.897
H 2.783 -5.219 -0.532
H 1.142 -3.593 0.308
O 0.856 0.663 0.382
C 0.554 1.888 0.561
C -0.757 2.437 0.692
C -1.073 3.475 1.601
C -2.163 4.286 1.415
C -2.969 4.150 0.283
C -2.681 3.158 -0.636
C -1.635 2.273 -0.424
P -1.246 0.911 -1.585
C -0.560 1.985 -2.907
C 0.812 2.234 -2.841
C 1.420 3.069 -3.758
C 0.659 3.681 -4.743
C -0.703 3.446 -4.809
C -1.314 2.604 -3.895
C -2.866 0.323 -2.148
C -3.911 0.237 -1.232
C -5.090 -0.397 -1.568
C -5.233 -0.976 -2.819
C -4.186 -0.925 -3.725
C -3.006 -0.287 -3.394
H -0.445 3.604 2.473
H -2.408 5.039 2.154
H -3.820 4.800 0.136
H -3.310 3.026 -1.508
H 1.415 1.737 -2.075
H 2.489 3.230 -3.712
H 1.135 4.322 -5.471
H -1.294 3.910 -5.586
H -2.374 2.410 -3.963
H -3.784 0.664 -0.247
H -5.896 -0.446 -0.848
H -6.153 -1.482 -3.079
H -4.287 -1.394 -4.694
H -2.176 -0.274 -4.083
C 2.629 -2.146 -0.436
H 3.056 -2.188 0.581
H 3.465 -2.300 -1.147
C 1.299 -2.657 5.313
C 1.869 -1.290 4.983
C 3.383 -1.317 5.098
Sb 1.287 -0.660 2.906
C -0.906 -0.682 3.363
C -1.711 -0.453 2.098
C -1.343 0.276 4.456
C 1.794 1.500 3.229
C 1.694 2.016 4.653
C 3.190 1.729 2.675
H 1.677 -3.005 6.276
H 1.582 -3.390 4.561
H 0.215 -2.624 5.374
H 1.479 -0.569 5.702
H 3.818 -1.978 4.350
H 3.690 -1.678 6.082
H 3.806 -0.325 4.963
H -1.073 -1.710 3.699
H -1.637 0.589 1.791
H -2.765 -0.684 2.263
H -1.350 -1.076 1.273
H -1.246 1.307 4.119
H -0.756 0.129 5.362
H -2.393 0.112 4.708
H 1.091 2.035 2.580
H 2.425 1.527 5.294
H 0.702 1.861 5.068
H 1.901 3.088 4.673
H 3.930 1.173 3.251
H 3.454 2.787 2.723
H 3.244 1.403 1.637
*
```

As for the energy relative to the best compared isomer or geometry (same formula, charge and spin): 0.9976 eV.